[1]
Here is 20 unconnected molecules or ions with the total composition H40O20 at a distorted geometry from the Open Molecules 2025 dataset. Energies are from ωB97M-V/def2-TZVPD.

Geometry as ORCA input:
```
! wB97M-V def2-TZVPD RIJCOSX def2/J DEFGRID3
* xyz 0 1
O -1.78 -1.34 -2.12
H -1.44 -1.65 -1.22
H -1.71 -2.12 -2.68
O 4.68 -2.55 0.05
H 4.09 -3.28 -0.24
H 4.11 -2.35 0.95
O 2.53 -1.83 2.57
H 2.03 -2.42 3.12
H 2.07 -1.00 2.69
O 2.52 1.98 1.63
H 2.18 1.11 1.39
H 2.78 2.47 0.89
O -1.37 -0.55 3.14
H -1.52 0.04 2.41
H -1.62 0.05 3.82
O -0.55 4.02 -1.02
H -1.10 3.31 -0.74
H -1.06 4.35 -1.81
O 1.25 -4.57 -1.63
H 1.34 -5.30 -2.25
H 1.66 -3.76 -1.98
O 2.25 -0.12 -3.70
H 2.05 0.70 -3.24
H 3.19 -0.41 -3.80
O 2.96 1.08 -0.77
H 3.84 1.64 -0.80
H 3.08 0.80 -1.67
O -1.80 -0.21 -5.00
H -0.92 0.15 -5.13
H -1.80 -0.22 -4.07
O 1.62 2.49 -2.27
H 1.10 1.78 -2.50
H 0.97 3.07 -1.88
O -1.39 2.20 1.78
H -0.73 1.79 1.18
H -1.81 2.95 1.24
O -4.18 -2.42 -1.33
H -4.79 -2.90 -1.88
H -3.58 -2.88 -0.82
O -0.63 0.67 -1.03
H 0.04 0.03 -1.29
H -1.51 0.33 -1.21
O -1.05 2.28 5.04
H -1.04 3.18 5.29
H -1.25 2.37 4.14
O -0.04 -4.74 2.10
H 0.36 -4.41 1.32
H -0.78 -5.31 1.98
O 1.56 -1.62 -0.95
H 1.57 -2.27 -0.29
H 2.42 -1.43 -1.29
O -3.91 2.17 0.08
H -4.02 1.94 1.04
H -4.77 2.63 -0.03
O 0.81 3.94 3.27
H -0.06 3.59 3.09
H 1.44 3.25 2.98
O -3.18 -0.69 0.54
H -3.20 -0.43 -0.39
H -4.05 -0.87 0.83
*
```

Properties
ΔE to the lowest compared entry with this formula, charge and spin ... 5.5718 eV
Largest force on an atom ... 4.40 eV/A

Atomic partial charges in e from the Mulliken method, atoms 1 to 2: -0.5824, 0.2016


[2]
Here is 2 unconnected molecules or ions with the total composition C2H7NS2 at a distorted geometry from the Open Molecules 2025 dataset. Energies are from ωB97M-V/def2-TZVPD.

Geometry as ORCA input:
```
! wB97M-V def2-TZVPD RIJCOSX def2/J DEFGRID3
* xyz 0 1
C 0.03 -1.62 0.05
C 0.09 -0.14 -0.10
N 0.04 0.67 1.02
S -1.23 0.38 -1.34
S -0.18 2.38 0.87
H -0.13 -2.02 -0.97
H -0.89 -1.94 0.54
H 0.92 -2.12 0.51
H 1.23 -0.02 -0.97
H -0.65 0.46 1.74
H -0.47 1.23 -2.12
H 1.25 2.73 0.78
*
```

Properties
ΔE to the lowest compared entry with this formula, charge and spin ... 2.3624 eV
Largest force on an atom ... 5.81 eV/A

Atomic partial charges in e from the Mulliken method, atoms 1 to 2: -1.2396, 0.0719


[3]
Here is a molecular structure, C21H48KN10 at a distorted geometry from the Open Molecules 2025 dataset. Energies are from ωB97M-V/def2-TZVPD.

Geometry as ORCA input:
```
! wB97M-V def2-TZVPD RIJCOSX def2/J DEFGRID3
* xyz 1 1
K 0.21 -0.24 -0.77
C -1.59 -1.91 -2.73
N -1.44 -3.34 -2.51
C -2.64 -4.08 -2.85
C -0.63 -3.77 -1.46
N -0.06 -2.90 -0.71
C 0.96 -3.34 0.25
C 2.09 -2.33 0.53
N 1.66 -1.01 1.02
C 0.85 -1.04 2.25
C -0.68 -0.93 2.02
N -1.05 0.33 1.37
C -1.92 1.13 1.86
N -2.41 2.13 1.04
C -1.95 2.22 -0.33
C -2.91 3.38 1.57
N -2.46 1.13 3.14
C -3.88 0.90 3.30
C -1.65 0.84 4.30
C 2.76 -0.01 1.05
C 2.29 1.45 0.88
N 1.88 1.73 -0.49
C 2.18 2.88 -1.00
N 2.20 3.03 -2.37
C 1.62 4.20 -2.98
C 2.15 1.84 -3.19
N 2.53 4.00 -0.28
C 3.50 4.96 -0.73
C 1.82 4.33 0.94
N -0.53 -5.15 -1.35
C -0.19 -5.98 -2.48
C -0.64 -5.81 -0.07
H -2.14 -1.75 -3.66
H -0.62 -1.44 -2.84
H -2.15 -1.44 -1.91
H -2.79 -4.06 -3.93
H -3.52 -3.62 -2.38
H -2.58 -5.11 -2.52
H 1.46 -4.26 -0.07
H 0.49 -3.59 1.21
H 2.66 -2.17 -0.39
H 2.76 -2.82 1.25
H 1.16 -0.20 2.88
H 1.06 -1.95 2.82
H -1.18 -1.10 2.98
H -1.00 -1.76 1.38
H -1.99 1.25 -0.83
H -0.91 2.58 -0.38
H -2.60 2.90 -0.87
H -3.14 3.29 2.63
H -3.81 3.68 1.04
H -2.17 4.18 1.46
H -4.41 1.24 2.42
H -4.26 1.46 4.16
H -4.10 -0.16 3.46
H -1.82 -0.17 4.70
H -1.87 1.56 5.09
H -0.59 0.93 4.04
H 3.45 -0.24 0.24
H 3.32 -0.09 1.99
H 3.12 2.09 1.20
H 1.48 1.63 1.59
H 1.49 4.99 -2.25
H 0.63 3.97 -3.40
H 2.25 4.57 -3.79
H 2.75 1.05 -2.74
H 2.55 2.08 -4.18
H 1.13 1.47 -3.33
H 3.99 4.60 -1.63
H 4.27 5.11 0.04
H 3.05 5.93 -0.95
H 1.01 3.63 1.10
H 1.39 5.33 0.86
H 2.47 4.32 1.82
H -0.20 -5.38 -3.39
H -0.90 -6.80 -2.60
H 0.81 -6.41 -2.37
H -1.04 -5.12 0.67
H 0.31 -6.20 0.30
H -1.35 -6.64 -0.15
*
```

Properties
ΔE to the lowest compared entry with this formula, charge and spin ... 0.0866 eV
Largest force on an atom ... 1.76 eV/A

Atomic partial charges in e from the Mulliken method, atoms 1 to 2: 0.8776, -0.9123


[4]
Here is a molecular structure, C3H3O3Pb at a distorted geometry from the Open Molecules 2025 dataset. Energies are from ωB97M-V/def2-TZVPD.

Geometry as ORCA input:
```
! wB97M-V def2-TZVPD RIJCOSX def2/J DEFGRID3
* xyz 1 1
C -1.38 -0.17 -0.07
O 1.41 0.37 -0.52
C 0.90 -0.79 -0.39
C -1.15 1.14 0.17
O -0.38 -1.01 -0.58
O 1.57 -1.68 0.21
H -2.09 -0.76 0.52
H -0.66 1.78 -0.56
H -1.52 1.56 1.10
Pb 3.29 -0.45 0.12
*
```

Properties
ΔE to the lowest compared entry with this formula, charge and spin ... 0.1513 eV
Largest force on an atom ... 3.66 eV/A

Atomic partial charges in e from the Mulliken method, atoms 1 to 2: -0.0822, -0.5557


[5]
Here is a single C5H6O2 molecule from the Open Molecules 2025 dataset. Energies are from ωB97M-V/def2-TZVPD.

Geometry as ORCA input:
```
! wB97M-V def2-TZVPD RIJCOSX def2/J DEFGRID3
* xyz 0 1
C -1.75 -0.40 -2.17
C -1.09 -0.24 -1.18
C -0.31 -0.09 0.06
C 0.72 -1.19 0.26
O 0.35 1.20 -0.03
C 0.70 1.75 1.13
O 0.52 1.28 2.22
H -2.33 -0.52 -3.06
H -0.99 -0.05 0.91
H 1.60 -1.00 -0.36
H 0.30 -2.16 -0.02
H 1.03 -1.22 1.31
H 1.19 2.72 0.93
*
```

Properties
ΔE to the lowest compared entry with this formula, charge and spin ... 1.8610 eV
Structure (SMILES) ... C#C[C@@H](C)OC=O
Largest force on an atom ... 0.54 eV/A

Atomic partial charges in e from the Mulliken method, atoms 1 to 2: 0.2267, -0.8254


[6]
Here is a single C3H4ClF molecule at a distorted geometry from the Open Molecules 2025 dataset. Energies are from ωB97M-V/def2-TZVPD.

Geometry as ORCA input:
```
! wB97M-V def2-TZVPD RIJCOSX def2/J DEFGRID3
* xyz 0 1
F -1.54 -1.33 -0.18
C -0.68 -0.42 0.45
C -0.14 0.89 -0.08
C 0.68 -0.39 -0.32
Cl 2.35 -0.71 0.04
H -0.73 -0.49 1.63
H 0.02 1.31 1.06
H -0.42 1.61 -1.16
H 0.45 -0.47 -1.45
*
```

Properties
ΔE to the lowest compared entry with this formula, charge and spin ... 2.6693 eV
Structure (SMILES) ... F[C@@H]1C[C@H]1Cl
Largest force on an atom ... 4.66 eV/A

Atomic partial charges in e from the Mulliken method, atoms 1 to 2: -0.2779, 0.0366


no.,calculated total energy (eV)
1,-41597.45295
2,-25345.68547
3,-53776.66238
4,-14540.96233
5,-9375.23458
6,-18412.40451